Computed, not measured: a 2-piece molecular cluster, C3H9O3 overall, with ωB97M-V/def2-TZVPD.

Last column: Mulliken charge in e.
Atoms and positions in Å:
C -0.35862 0.32585 0.43424  -0.373
O -0.58289 1.60977 0.78794  -0.929
C 0.35874 0.13756 -0.92516  -0.340
C 0.44998 -1.31634 -1.33345  -0.417
O 1.45940 -1.48639 -2.37632  -0.512
H 0.29510 -0.19297 1.18502  0.160
H -1.28314 -0.29058 0.31884  0.145
H 1.35248 0.57092 -0.99458  0.282
H -0.27548 0.64511 -1.66502  0.183
H 0.70826 -1.95574 -0.48250  0.321
H -0.48501 -1.67610 -1.76718  0.211
H 1.89656 -2.32569 -2.19149  0.280
H -0.89078 2.55171 3.47701  0.252
H -1.22040 1.61911 2.27932  0.475
O -1.42420 1.78377 3.25333  -0.737

As for the total charge: -1. The HOMO energy is -3.035 eV. The calculation puts the relative energy (zero: lowest compared OMol25 entry of this formula, charge and spin) at 9.1 kcal per mole. As for the HOMO-LUMO gap: 6.5 eV.